No. 1
A cluster of 2 separate species, C12H10 in total at a distorted geometry, computed with wB97M-V/def2-TZVPD.

Calculated values
Multiplicity: 1
Energy above the lowest of the compared OMol25 structures with the same formula, charge and spin in kJ/mol: 547.5

XYZ file:
```
22
C12H10 (wB97M-V/def2-TZVPD)
C -3.392 2.542 0.094
C -2.573 1.655 0.205
C 2.365 1.980 -0.038
C 3.069 0.807 0.033
C 0.932 1.956 0.000
C 2.539 -0.491 0.196
C 0.345 0.658 0.118
C 1.133 -0.490 0.246
C -0.988 0.136 0.017
C -1.160 -1.206 -0.005
C 0.268 -1.739 0.080
C -2.240 -2.192 -0.151
H -4.041 3.377 -0.147
H 2.882 2.885 -0.224
H 4.194 0.829 0.082
H 0.291 2.752 -0.028
H 3.148 -1.418 0.219
H 0.511 -2.243 -0.880
H 0.477 -2.436 0.844
H -1.806 -2.959 -0.810
H -3.212 -1.837 -0.634
H -2.741 -2.567 0.782
```


No. 2
A structure of composition C12H10CdN8O4S, computed with wB97M-V/def2-TZVPD.

Calculated values
Multiplicity: 1
Energy above the lowest of the compared OMol25 structures with the same formula, charge and spin in kJ/mol: 10.4

XYZ file:
```
36
C12H10CdN8O4S (wB97M-V/def2-TZVPD)
Cd -0.150 0.233 0.040
O -1.718 2.322 3.954
C -1.139 1.756 2.889
O -1.605 1.804 1.779
C 0.093 0.982 3.233
C 0.540 0.791 4.525
C 1.666 -0.006 4.708
C 2.287 -0.565 3.610
C 1.774 -0.309 2.339
N 0.703 0.453 2.175
C 2.455 -0.895 1.090
O 3.464 -1.550 1.286
O 1.901 -0.612 -0.024
H -2.526 2.754 3.640
H 0.019 1.244 5.354
H 2.045 -0.189 5.705
H 3.160 -1.197 3.684
C 0.741 -0.474 -5.507
C -0.345 0.144 -4.716
N -1.472 0.585 -5.177
N -2.126 1.071 -4.077
C -1.434 0.948 -2.946
S -1.890 1.476 -1.404
N -0.283 0.342 -3.349
N 0.710 -0.025 -2.457
H 0.526 -0.325 -6.562
H 0.804 -1.538 -5.283
H 1.700 -0.014 -5.266
H -3.047 1.464 -4.165
H 0.905 -1.025 -2.543
H 1.553 0.517 -2.612
N -1.353 -1.634 0.410
C -1.448 -2.295 -0.550
N -1.651 -3.020 -1.591
C -0.764 -2.976 -2.551
N -0.012 -2.909 -3.433
```


No. 3
An isolated molecule of C12H10ClN3O2 at a distorted geometry, computed with wB97M-V/def2-TZVPD.

Calculated values
Multiplicity: 1
Energy above the lowest of the compared OMol25 structures with the same formula, charge and spin in kJ/mol: 393.6

XYZ file:
```
28
C12H10ClN3O2 (wB97M-V/def2-TZVPD)
O 1.203 -4.937 -1.993
Cl -0.652 -1.854 2.498
N -0.953 3.613 2.043
O -1.227 -6.026 -2.206
C 0.222 -4.151 -1.788
C -0.161 3.194 1.088
C 0.412 4.225 0.366
C 0.049 5.416 0.884
C 0.446 -2.818 -1.454
C 0.644 -2.399 -0.089
C 0.582 1.313 -0.480
C -0.173 0.814 1.761
C 0.847 -0.022 -0.606
C -0.041 -0.553 1.448
C 0.078 1.774 0.782
C 0.541 -0.990 0.295
N -0.888 4.959 1.849
N -1.015 -4.673 -1.874
H -0.666 -6.580 -1.719
H 1.109 4.195 -0.430
H 0.181 6.451 0.569
H 0.422 -2.173 -2.338
H 0.715 -3.037 0.803
H 0.601 1.941 -1.390
H -0.532 1.082 2.746
H 1.308 -0.316 -1.578
H -1.296 5.553 2.517
H -1.756 -4.002 -1.704
```


No. 4
An isolated molecule of C12H10ClNO3 at a distorted geometry, computed with wB97M-V/def2-TZVPD.

Calculated values
Multiplicity: 1

XYZ file:
```
27
C12H10ClNO3 (wB97M-V/def2-TZVPD)
C -1.182 -3.552 0.489
C -1.894 -2.478 -0.316
H -1.934 -2.753 -1.377
H -2.910 -2.320 0.047
O -1.136 -1.264 -0.214
C -1.802 -0.121 -0.139
C -1.381 1.204 -0.053
N -0.264 1.951 -0.007
C 1.081 1.608 -0.019
C 1.517 0.287 -0.063
C 2.875 0.024 -0.070
C 3.814 1.042 -0.035
C 3.370 2.354 0.009
C 2.020 2.641 0.018
H 1.684 3.667 0.053
H 4.088 3.159 0.037
H 4.867 0.814 -0.042
Cl 3.401 -1.620 -0.124
H 0.812 -0.525 -0.091
H -0.455 2.946 0.047
C -2.777 1.697 -0.020
O -3.266 2.794 0.046
C -3.229 0.247 -0.105
O -4.274 -0.356 -0.127
H -1.703 -4.497 0.374
H -0.158 -3.666 0.139
H -1.162 -3.284 1.542
```


No. 5
An isolated molecule of C12H10FN3O2S at a distorted geometry, computed with wB97M-V/def2-TZVPD.

Calculated values
Multiplicity: 1
Energy above the lowest of the compared OMol25 structures with the same formula, charge and spin in kJ/mol: 109.4

XYZ file:
```
29
C12H10FN3O2S (wB97M-V/def2-TZVPD)
O -2.709 0.262 -0.684
O 4.355 4.133 -1.467
F -1.001 -4.386 2.379
N 1.187 1.036 -0.275
N 0.864 2.612 -1.972
S -0.688 2.309 -1.546
C -1.893 -0.402 -0.062
C 3.630 3.386 -0.789
C -0.106 1.203 -0.411
C 1.721 1.939 -1.224
C -3.838 -3.657 0.086
C -2.977 -4.292 1.009
C -3.414 -2.357 -0.224
C -1.414 -2.475 1.293
C -1.810 -3.746 1.580
C -2.250 -1.785 0.357
N -0.617 0.055 0.109
C 3.337 3.692 0.733
C 3.185 2.023 -1.295
H -4.772 -4.056 -0.386
H -3.155 -5.297 1.230
H -3.980 -1.886 -0.966
H -0.683 -1.992 1.936
H 0.029 -0.666 0.306
H 2.498 3.076 1.030
H 4.239 3.441 1.251
H 3.149 4.705 1.033
H 3.656 1.260 -0.707
H 3.458 1.863 -2.324
```


No. 6
A structure of composition C12H10N2O at a distorted geometry, computed with wB97M-V/def2-TZVPD.

Calculated values
Multiplicity: 1
Energy above the lowest of the compared OMol25 structures with the same formula, charge and spin in kJ/mol: 510.0

XYZ file:
```
25
C12H10N2O (wB97M-V/def2-TZVPD)
C -0.764 2.412 0.654
C -0.298 2.905 -0.531
C 0.435 1.853 1.411
C 1.276 2.076 0.429
C -0.581 -0.350 -2.432
C -1.624 -0.054 -1.454
C 0.713 -0.631 -2.062
C -1.447 -0.334 -0.148
C 1.939 -1.549 0.068
C 0.940 -1.017 -0.693
C -0.177 -0.825 0.214
C 1.420 -1.637 1.488
N 0.063 -1.188 1.437
N 1.034 2.681 -0.670
O 0.346 1.232 2.572
H -1.825 2.544 1.059
H -0.968 3.438 -1.260
H -0.666 -0.188 -3.441
H -2.684 0.323 -1.822
H 1.573 -0.757 -2.754
H -2.204 -0.115 0.490
H 1.561 -2.588 1.817
H 2.138 -0.964 2.132
H 3.009 -1.918 -0.103
H -0.327 0.596 2.680
```


DFT total energy values, unit eV, following the record order: -12599.9836 -48118.0103 -33690.0646 -32760.1201 -34723.1403 -17626.0983.